(1)
A structure of composition C8H5N4O2S4SbTc, computed with ωB97M-V/def2-TZVPD.

Properties
- Energy above the lowest of the compared OMol25 structures with the same formula, charge and spin: 0.0 kcal per mole
- LUMO (alpha / beta): -9.87 / -9.87 eV
- Kohn-Sham gap (alpha / beta): 5.73 / 5.62 eV
- Expectation value of S²: 0.754
- Electronic energy: -70486.4152 eV
- Charge: +2
- Spin multiplicity: 2

Last column: natural (NBO) charge in e.
Cartesian coordinates (Å):
Tc 0.32648 -0.21884 1.45482  0.94
S -1.88975 3.41391 4.08597  -0.02
Sb 0.13530 2.26082 3.87223  1.14
S -0.40311 -0.15772 3.46549  -0.02
S 0.60935 1.88500 1.39941  -0.02
S 1.88219 2.78550 5.06670  -0.38
O 1.97579 -0.85091 1.59607  -0.43
N 3.30195 -0.85065 1.87474  0.06
C 3.99372 -0.62548 0.81040  0.08
C 5.41792 -0.62116 0.92323  0.17
N 6.56228 -0.62498 1.00252  -0.07
C 3.33268 -0.37558 -0.44411  0.23
N 2.63290 -0.21637 -1.33982  -0.20
O -1.20298 -0.54777 0.40775  -0.51
N -1.75538 -0.50825 -0.82648  0.04
C -2.21633 -1.66695 -1.32835  0.07
C -2.81929 -1.65465 -2.56516  -0.20
C -2.93600 -0.45589 -3.25671  -0.07
C -2.44768 0.71818 -2.69453  -0.20
C -1.85108 0.67525 -1.45699  0.05
H -2.08332 -2.53813 -0.70424  0.27
H -3.19232 -2.58351 -2.97207  0.28
H -3.40615 -0.43567 -4.23072  0.27
H -2.52495 1.66678 -3.20601  0.28
H -1.44224 1.52709 -0.93413  0.25


(2)
A structure of composition C20H17AsAuF6N3O2S3, computed with ωB97M-V/def2-TZVPD.

Properties
- LUMO (alpha / beta): -6.15 / -6.26 eV
- Kohn-Sham gap (alpha / beta): 5.14 / 4.95 eV
- Expectation value of S²: 0.774
- Electronic energy: -142917.8142 eV
- Charge: +1
- Spin multiplicity: 2

Last column: natural (NBO) charge in e.
Cartesian coordinates (Å):
Au -0.68709 -0.00822 0.28526  1.25
C -2.46974 0.24376 -2.55964  -0.67
C -2.85672 -0.96627 -1.80235  0.29
C -4.01603 -1.69737 -2.13667  -0.25
C -4.30622 -2.85926 -1.47629  -0.07
C -3.38034 -3.37481 -0.54128  -0.11
C -3.48646 -4.66280 0.01885  -0.16
C -2.48913 -5.15668 0.83259  -0.18
C -1.40062 -4.36425 1.17149  -0.19
C -1.29574 -3.05456 0.70241  -0.25
S 0.01760 -2.08697 1.23123  0.18
C -2.26473 -2.55966 -0.21638  0.22
N -2.07983 -1.36732 -0.81027  -0.48
H -2.95868 0.26253 -3.52908  0.25
H -1.38864 0.25027 -2.68718  0.26
H -2.73781 1.14260 -2.00572  0.25
H -4.66478 -1.31872 -2.91122  0.24
H -5.20873 -3.41227 -1.69229  0.24
H -4.34030 -5.27503 -0.22845  0.23
H -2.54753 -6.16580 1.20805  0.24
H -0.61976 -4.74728 1.80922  0.23
O -0.48704 3.53696 -2.62249  -0.61
C -0.37927 4.50356 -1.74725  0.42
C -0.21095 5.81596 -2.23417  -0.28
C -0.09220 6.86844 -1.36382  -0.11
C -0.14224 6.65666 0.02158  -0.24
C -0.30809 5.38394 0.52553  -0.14
C -0.41835 4.28840 -0.33394  -0.16
C -0.53913 2.93177 0.18325  0.60
O -1.01503 2.00649 -0.53622  -0.73
N -0.07748 2.74563 1.42377  -0.23
N -0.06867 1.52759 1.89127  -0.35
C 0.62831 1.25584 2.96188  -0.07
S 0.44577 -0.26956 3.74315  0.44
C 1.33761 0.21649 5.27214  -0.52
C 2.40036 1.23273 4.92071  -0.53
S 1.72766 2.39253 3.67272  0.45
H -0.49993 2.65627 -2.18707  0.53
H -0.17518 5.94333 -3.30452  0.24
H 0.01684 7.87352 -1.74015  0.23
H -0.05708 7.49824 0.69221  0.23
H -0.37694 5.21305 1.58831  0.23
H 1.77130 -0.69195 5.68995  0.26
H 0.58388 0.61094 5.95799  0.24
H 3.29211 0.77384 4.49161  0.25
H 2.69087 1.82350 5.78890  0.26
F 1.80376 0.59985 0.27762  -0.68
As 2.30967 0.23917 -1.44635  2.83
F 0.73484 -0.62228 -1.74300  -0.67
F 2.94406 -1.23461 -0.81455  -0.60
F 2.71918 -0.06861 -3.07152  -0.59
F 3.72768 1.15533 -1.11399  -0.60
F 1.42884 1.71182 -1.88322  -0.64


(3)
An isolated molecule of C9H7F3N4, computed with ωB97M-V/def2-TZVPD.

Properties
- LUMO: -0.17 eV
- Kohn-Sham gap: 8.26 eV
- Electronic energy: -23559.3501 eV
- SMILES: NNc1nc2ccccc2nc1C(F)(F)F
- Spin multiplicity: 1

Last column: natural (NBO) charge in e.
Cartesian coordinates (Å):
N -1.87215 -2.97693 0.00300  -0.63
N -2.11550 -1.60339 0.00469  -0.43
C -1.08619 -0.72741 0.00122  0.38
N 0.14647 -1.18997 -0.00101  -0.43
C 1.16121 -0.31024 -0.00065  0.13
C 2.49315 -0.77173 -0.00320  -0.20
C 3.52277 0.12793 -0.00188  -0.18
C 3.27943 1.51347 0.00227  -0.23
C 2.00034 1.99616 0.00430  -0.19
C 0.92039 1.09366 0.00234  0.13
N -0.34539 1.55645 0.00230  -0.32
C -1.31653 0.69098 0.00132  0.01
C -2.71172 1.25362 -0.00034  0.95
F -3.42428 0.83597 -1.07299  -0.33
F -3.42584 0.83986 1.07248  -0.33
F -2.75473 2.57944 -0.00289  -0.29
H 1.78311 3.05255 0.00716  0.23
H 4.11673 2.19506 0.00359  0.22
H 4.54435 -0.22304 -0.00385  0.22
H 2.66132 -1.83678 -0.00591  0.23
H -3.06944 -1.26165 -0.00290  0.39
H -2.24044 -3.41459 -0.83692  0.36
H -2.26708 -3.41941 0.82789  0.36


(4)
A cluster of 2 separate species, C2HNO in total, computed with ωB97M-V/def2-TZVPD.

Properties
- Energy above the lowest of the compared OMol25 structures with the same formula, charge and spin: 4.2 kcal per mole
- LUMO: 0.67 eV
- Kohn-Sham gap: 13.37 eV
- Electronic energy: -5626.3990 eV
- Spin multiplicity: 1

Last column: natural (NBO) charge in e.
Cartesian coordinates (Å):
O -1.36013 -1.32829 -0.84720  -0.47
C -1.57808 -0.23806 -0.63196  0.49
C 0.93935 0.56267 0.51477  0.05
N 1.99108 0.18612 0.80368  -0.30
H -0.05012 0.88674 0.23542  0.22


(5)
A cluster of 10 separate species, C28H52N5O5S4 in total, computed with ωB97M-V/def2-TZVPD.

Properties
- LUMO: 1.69 eV
- Kohn-Sham gap: 4.43 eV
- Electronic energy: -90899.5887 eV
- Charge: -1
- Spin multiplicity: 1

Last column: Mulliken charge in e.
Cartesian coordinates (Å):
C -2.16961 -0.86562 2.17151  -0.98
C -2.08272 -0.51194 0.64796  -0.30
O -1.00973 0.25948 0.29298  -0.92
H -3.02741 -1.51875 2.33185  0.30
H -2.37520 -0.06191 2.87853  0.29
H -1.27593 -1.36414 2.54689  0.25
H -3.03359 -0.16329 0.24500  0.22
H -2.00326 -1.46495 0.12492  0.14
C 0.01722 6.31031 5.45606  -0.93
S 1.19874 7.56068 4.91212  0.47
O 1.08149 8.69643 5.95215  -0.63
C 2.72670 6.58445 5.29940  -0.86
H -0.95464 6.70395 5.15835  0.32
H 0.04611 6.03744 6.51096  0.32
H 0.02121 5.43055 4.81253  0.38
H 3.07578 6.04381 4.41966  0.33
H 2.57377 6.00732 6.21134  0.28
H 3.47185 7.36186 5.46819  0.32
C 7.45987 0.93435 4.19933  -0.91
S 6.44867 1.01166 5.75140  0.48
O 6.61480 2.47800 6.12048  -0.60
C 4.87407 0.74868 4.82343  -0.91
H 7.04100 1.77840 3.65140  0.27
H 7.34269 -0.00066 3.65151  0.34
H 8.51708 1.19677 4.15999  0.34
H 4.50877 1.51406 4.13871  0.33
H 3.98647 0.63336 5.44548  0.33
H 4.98372 -0.23112 4.35859  0.33
C -10.01934 -5.59231 7.35527  -0.94
S -10.43452 -4.69527 5.82236  0.47
O -10.67621 -3.23050 6.20814  -0.60
C -8.71525 -4.83767 5.05333  -0.85
H -10.82743 -5.73193 8.07332  0.32
H -9.10622 -5.31559 7.88229  0.33
H -9.78050 -6.60735 7.03784  0.34
H -8.04022 -4.30945 5.72667  0.29
H -8.76282 -4.43840 4.04021  0.31
H -8.51883 -5.90889 5.00852  0.32
C 1.84040 -8.48342 -4.67681  -0.91
S 0.70177 -8.58914 -3.18980  0.49
O 1.42050 -9.50941 -2.20462  -0.61
C 0.86433 -6.89162 -2.46549  -0.88
H 2.90840 -8.57853 -4.48078  0.32
H 1.59035 -7.69235 -5.38377  0.35
H 1.57711 -9.37464 -5.24646  0.29
H 0.74049 -6.14162 -3.24668  0.32
H 1.89167 -6.67450 -2.17303  0.31
H 0.13327 -6.62819 -1.70111  0.32
C -2.86200 -8.08105 3.06005  -0.73
C -3.62758 -8.90067 3.92279  0.36
N -4.33932 -9.55564 4.59988  -0.40
H -1.81373 -7.93950 3.32308  0.28
H -3.26129 -7.11064 3.35495  0.25
H -3.01055 -8.33702 2.01100  0.25
N 3.95590 4.96894 -1.47792  -0.03
C 4.14363 6.31875 -1.77830  -0.64
C 5.36165 6.65383 -1.27303  -0.15
C 5.95273 5.62534 -0.53529  -0.57
C 5.08596 4.56476 -0.78725  -0.33
H 3.33154 4.26103 -1.83724  0.24
H 3.40794 6.83696 -2.37548  0.39
H 5.87520 7.58565 -1.45846  0.35
H 6.95825 5.58214 -0.14358  0.37
H 5.10742 3.53631 -0.45825  0.38
N -2.44056 5.82921 -2.61757  -0.06
C -2.24219 7.12272 -2.20574  -0.57
C -2.78566 7.90470 -3.19082  -0.31
C -3.55912 7.13383 -4.04791  -0.36
C -3.48363 5.85593 -3.54098  -0.45
H -2.17992 5.05785 -2.01993  0.25
H -1.51975 7.34913 -1.43553  0.36
H -2.60560 8.95533 -3.36447  0.36
H -4.12889 7.47066 -4.90132  0.38
H -3.91008 4.91345 -3.85127  0.39
N 4.08922 -1.45316 -3.49736  0.00
C 4.20326 -1.12498 -4.76776  -0.43
C 5.18528 -1.85382 -5.41486  -0.37
C 5.67213 -2.73685 -4.45389  -0.34
C 5.00425 -2.46082 -3.27598  -0.59
H 3.34406 -1.16603 -2.87898  0.24
H 3.70547 -0.22207 -5.08925  0.36
H 5.48460 -1.73277 -6.44546  0.37
H 6.50593 -3.41093 -4.58348  0.38
H 5.10386 -2.87952 -2.28544  0.38
N -2.17746 0.27923 -6.30112  0.00
C -1.81757 1.19714 -7.30556  -0.54
C -2.69581 0.99313 -8.38321  -0.27
C -3.59009 -0.07174 -7.98031  -0.37
C -3.19338 -0.46864 -6.71967  -0.49
H -1.67311 0.15612 -5.43476  0.22
H -0.92234 1.79530 -7.22101  0.35
H -2.61917 1.38886 -9.38517  0.36
H -4.32655 -0.45830 -8.66923  0.36
H -3.53781 -1.25054 -6.05905  0.37


(6)
An isolated molecule of C6H12O, computed with ωB97M-V/def2-TZVPD.

Properties
- Energy above the lowest of the compared OMol25 structures with the same formula, charge and spin: 17.4 kcal per mole
- LUMO: 1.03 eV
- Kohn-Sham gap: 10.85 eV
- Electronic energy: -8463.5989 eV
- SMILES: CCCCCC=O
- Spin multiplicity: 1

Last column: natural (NBO) charge in e.
Cartesian coordinates (Å):
O -1.85915 1.95164 -0.61581  -0.52
C -2.12871 0.79957 -0.82073  0.44
C -1.56592 -0.38284 -0.06780  -0.51
C -0.31789 -0.02552 0.72452  -0.42
C 0.91196 0.26449 -0.15218  -0.39
C 1.88003 -0.91530 -0.25322  -0.40
C 2.48823 -1.30902 1.07058  -0.61
H -2.94140 0.57386 -1.54677  0.10
H -2.38347 -0.77904 0.53725  0.24
H -1.36206 -1.13733 -0.84277  0.21
H -0.22343 -0.67434 1.60071  0.21
H -0.57307 0.90873 1.23761  0.22
H 1.39743 1.17799 0.18523  0.21
H 0.49647 0.40230 -1.15428  0.20
H 2.66314 -0.68789 -0.97530  0.20
H 1.30324 -1.77114 -0.61430  0.19
H 3.13309 -2.19466 1.00543  0.21
H 3.11949 -0.54968 1.53641  0.20
H 1.76488 -1.60776 1.82742  0.20